DFT (the ωB97M-V functional and the def2-TZVPD basis) results for C31H24N5O5Pt as an isolated structure at a distorted geometry.

Output
energy relative to the best compared isomer or geometry (same formula, charge and spin): 25.84 kcal/mol
E: -1964.99176 hartree
E_LUMO: 0.0606 Ha
HOMO-LUMO gap: 5.256 eV
total charge: -1
HOMO energy: -3.61 eV

Each line ends with the Mulliken charge.
Cartesian coordinates (Å):
Pt 0.800201 -0.735346 -0.143158  0.847
C -1.668363 4.246264 -2.383910  -0.640
O -1.844888 3.216556 -3.345076  -0.466
C -2.028744 1.927549 -2.885696  0.079
C -2.757826 1.099591 -3.702872  -0.345
C -3.039958 -0.235483 -3.362270  -0.803
C -2.606528 -0.711296 -2.146615  -0.483
C -1.859816 0.116115 -1.301062  0.018
C -1.428112 -0.332760 0.012186  -0.009
N -1.107694 -1.588696 0.307597  -0.589
N -1.137751 -1.866304 1.701855  -0.465
C -0.103514 -1.480051 2.349931  0.389
O 0.949666 -0.877634 1.833933  -0.492
C -0.042431 -1.730927 3.818307  0.340
C -0.863589 -2.685803 4.411121  -0.324
C -0.794208 -2.913513 5.776367  -0.562
C 0.090372 -2.186019 6.564081  -0.349
C 0.908784 -1.232572 5.975956  -0.597
C 0.845918 -1.009244 4.606706  -0.347
C -1.424328 1.428273 -1.674739  0.934
O -0.542583 2.047728 -1.003762  -0.889
H -1.574497 5.169737 -2.956125  0.265
H -0.792610 4.075826 -1.764304  0.189
H -2.546535 4.317277 -1.731326  0.269
H -3.118143 1.513911 -4.639115  0.405
H -3.607092 -0.862509 -4.038453  0.346
H -2.839731 -1.719749 -1.824599  0.418
H -1.583880 0.374570 0.829254  0.416
H -1.547028 -3.240949 3.782904  0.449
H -1.428563 -3.665941 6.228817  0.364
H 0.142119 -2.364122 7.631266  0.365
H 1.601622 -0.663063 6.583379  0.374
H 1.482319 -0.272862 4.135044  0.365
C 6.671355 5.834536 1.024516  -0.880
O 5.656708 5.567520 0.078629  -0.428
C 5.920084 4.615943 -0.860932  0.971
C 7.187399 4.123291 -1.136856  -0.333
C 7.342911 3.146743 -2.116367  -0.234
C 6.255860 2.625869 -2.798280  -0.510
C 4.988033 3.160712 -2.535195  -0.019
C 4.825418 4.147824 -1.588276  -0.876
N 6.552024 1.638741 -3.794843  -0.610
N 5.690717 0.862996 -4.267987  -0.474
C 4.540666 0.408520 -3.598926  -0.080
C 3.510940 0.022003 -4.448988  -0.240
C 2.241761 -0.343142 -4.021143  -0.844
C 1.958892 -0.390959 -2.657482  0.920
O 0.822371 -0.740810 -2.170006  -0.995
C 3.045868 -0.075934 -1.756791  0.409
N 2.725954 -0.194305 -0.438115  -0.434
C 3.629140 0.014567 0.491613  0.076
C 4.958876 0.290988 0.142808  -0.882
C 5.311310 0.400525 -1.173875  -0.463
C 4.330065 0.277415 -2.189683  0.442
H 6.220864 6.465026 1.786411  0.245
H 7.514240 6.366748 0.574043  0.318
H 7.035646 4.911743 1.484076  0.371
H 8.057104 4.492725 -0.611642  0.362
H 8.327283 2.755510 -2.345119  0.443
H 4.125880 2.807010 -3.083929  0.466
H 3.847744 4.565484 -1.384431  0.477
H 3.724846 0.078727 -5.510175  0.416
H 1.452073 -0.580600 -4.720565  0.469
H 3.291722 -0.073990 1.515704  0.347
H 5.696744 0.411137 0.923812  0.436
H 6.348016 0.548681 -1.436324  0.661

Cartesian forces (eV/Å) of the 2 atoms listed first:
Pt 0.2 -0.5 0.1
C -0.1 0.0 0.0